1.
DFT (ωB97M-V with the def2-TZVPD basis set) results for 2 unconnected molecules or ions with the total composition C3H11N4.

The geometry in ORCA input format:
```
! wB97M-V def2-TZVPD RIJCOSX def2/J DEFGRID3
* xyz 1 1
H 0.996 -1.371 3.016
H -0.157 2.807 -0.667
C 0.241 -0.780 0.195
H -0.455 1.634 -2.602
C -0.536 0.590 -2.129
H -0.416 0.301 1.896
H 0.678 -1.932 -1.432
N 0.241 -1.620 2.390
C -0.275 1.991 0.019
H 0.657 1.814 0.532
N 0.860 -1.775 -0.451
N -0.732 0.782 -0.737
H -1.227 -0.060 -2.732
H -0.597 -1.822 2.887
H 0.450 0.297 -2.456
H 1.212 -2.587 -0.002
H -1.027 2.257 0.771
N 0.087 -0.527 1.500
*
```

Calculated values
- E_tot: -9239.3682 eV
- Orbital gap (alpha / beta): 9.28 / 9.28 eV
- Energy relative to the best compared isomer or geometry (same formula, charge and spin): 4.875 eV

---

2.
DFT (ωB97M-V with the def2-TZVPD basis set) results for 2 unconnected molecules or ions with the total composition C3H11N4.

The geometry in ORCA input format:
```
! wB97M-V def2-TZVPD RIJCOSX def2/J DEFGRID3
* xyz 2 2
H 1.475 0.943 2.471
H -1.286 2.941 -2.051
C -0.222 -1.434 1.246
N -0.194 -0.022 -1.652
H 2.620 -0.308 1.921
H 0.799 0.013 0.247
H -1.633 -2.444 0.265
H 1.375 -0.720 3.128
C -1.015 0.983 -1.777
H 0.034 2.278 -2.901
H -0.498 -1.870 2.201
N 0.722 -0.497 1.161
N -0.853 2.111 -2.440
N -0.896 -1.733 0.170
C 1.591 -0.125 2.247
H 0.620 0.032 -2.257
H -1.945 0.929 -1.215
H -0.694 -1.078 -0.763
*
```

Calculated values
- E_tot: -9230.3880 eV
- Orbital gap (alpha / beta): 9.28 / 4.67 eV
- Energy relative to the best compared isomer or geometry (same formula, charge and spin): 1.528 eV

---

3.
DFT (ωB97M-V with the def2-TZVPD basis set) results for a molecular structure, C3H11N4O.

The geometry in ORCA input format:
```
! wB97M-V def2-TZVPD RIJCOSX def2/J DEFGRID3
* xyz -2 2
H 1.694 0.603 -1.884
H 0.384 1.922 -0.116
O -0.117 -0.300 -1.397
N -0.355 -2.204 2.782
C 0.333 2.111 -1.193
H 0.213 -0.626 -0.209
H -1.224 -2.445 3.235
H -0.697 2.395 -1.412
N 1.197 3.192 -1.646
H 0.871 4.110 -1.338
C 0.601 0.775 -1.904
H 2.154 3.073 -1.330
H 1.304 -1.266 1.278
N 0.400 -0.953 0.951
H 0.364 0.917 -2.976
N -1.810 -1.807 1.025
H -1.819 -1.408 0.091
C -0.626 -1.633 1.509
H 0.207 -1.591 3.354
*
```

Calculated values
- E_tot: -11293.7107 eV
- Orbital gap (alpha / beta): 2.19 / 7.30 eV

---

4.
DFT (ωB97M-V with the def2-TZVPD basis set) results for a molecular structure, C3H11N4O.

The geometry in ORCA input format:
```
! wB97M-V def2-TZVPD RIJCOSX def2/J DEFGRID3
* xyz 1 1
H 0.057 -2.025 1.762
H 1.760 -1.223 -1.103
C -0.323 0.752 -2.440
H 1.483 0.328 -0.626
N -0.264 1.131 1.976
O 1.024 -0.400 3.132
C 0.255 -0.124 2.220
H -1.072 1.224 1.392
H -1.521 0.059 -3.985
H 0.146 1.694 -2.236
H 0.381 -0.888 0.243
N 1.058 -0.561 -0.819
C 0.044 -0.434 -1.887
N -1.436 0.837 -3.288
H -0.491 -1.375 -2.149
H -1.222 -1.126 1.143
H -0.029 1.881 2.628
N -0.215 -1.159 1.311
H -1.547 1.756 -3.743
*
```

Calculated values
- E_tot: -11290.9749 eV
- Orbital gap: 9.28 eV
- Energy relative to the best compared isomer or geometry (same formula, charge and spin): 2.029 eV

---

| no. | maximum force (eV/Å) |
| --- | --- |
| 1 | 4.44 |
| 2 | 1.57 |
| 3 | 0.69 |
| 4 | 2.89 |